Arrangement P

The following is a quantum chemistry calculation of C5H7NO2 as an isolated structure, from the OMol25 dataset.

```
15
C5H7NO2 ωB97M-V/def2-TZVPD
C -1.245 -0.004 -0.557
C -0.716 0.683 0.818
C 0.368 -0.321 1.373
C 1.056 -0.372 -0.048
C -0.029 0.323 -0.925
H -2.136 -1.240 0.765
H -2.126 0.296 -1.033
H -1.385 1.022 1.456
H 0.152 -1.196 2.120
H 1.127 0.571 1.901
H 0.216 0.500 -1.897
H -0.289 2.414 -0.573
N 0.058 1.550 -0.086
O -1.381 -1.346 -0.333
O 2.310 -0.538 -0.430
```

orbital gap: 0.326 Ha
LUMO level: -0.007 Eh
HOMO: -0.333 hartree

List of Mulliken charges in e, atom by atom:
1 C 0.02
2 C -0.66
3 C -0.37
4 C 0.36
5 C -0.73
6 H 0.36
7 H 0.50
8 H 0.73
9 H 0.34
10 H 0.24
11 H 0.69
12 H 0.29
13 N -0.58
14 O -0.58
15 O -0.61

=====

Arrangement Q

The following is a quantum chemistry calculation of one molecule with the formula C5H7NO2, from the OMol25 dataset.

```
15
C5H7NO2 ωB97M-V/def2-TZVPD
C -0.491 1.402 1.474
C 0.053 -0.504 -1.996
N -0.007 -0.174 -0.577
C -0.950 1.196 -0.089
C 0.493 -0.803 0.373
C 1.104 -1.676 1.121
O -0.079 2.155 0.308
O -1.989 1.267 -0.696
H 0.335 1.027 2.067
H -1.265 1.888 2.058
H 0.646 0.250 -2.514
H 0.483 -1.492 -2.150
H -0.967 -0.485 -2.380
H 1.984 -1.413 1.688
H 0.648 -2.637 1.312
```

orbital gap: 0.307 Ha
LUMO level: 0.006 Eh
HOMO: -0.301 hartree

List of Mulliken charges in e, atom by atom:
1 C -0.70
2 C -0.89
3 N 0.03
4 C 0.84
5 C 0.61
6 C -0.85
7 O -0.39
8 O -0.65
9 H 0.22
10 H 0.26
11 H 0.31
12 H 0.36
13 H 0.31
14 H 0.27
15 H 0.26

=====

Q: Which of them is the least stable? A: arrangement P.

=====

Arrangement P

The following is a quantum chemistry calculation of one molecule with the formula C5H7NO2, from the OMol25 dataset.

```
15
C5H7NO2 ωB97M-V/def2-TZVPD
C 0.769 -1.383 -1.840
O 0.690 0.139 -1.522
C 0.281 0.106 -0.146
C 0.780 1.064 0.854
C -0.158 1.431 1.686
N -1.432 0.985 1.221
C -1.121 0.196 0.114
O -2.102 -0.379 -0.328
H 1.399 -1.938 -1.011
H -0.166 -2.007 -1.863
H 1.096 -1.613 -2.857
H 0.656 -0.822 0.144
H 1.863 1.253 0.932
H -0.001 1.964 2.796
H -2.553 1.005 1.820
```

SMILES string: CO[C@H]1C=CNC1=O
orbital gap: 0.341 Ha
LUMO level: 0.024 Eh
HOMO: -0.317 hartree

List of Mulliken charges in e, atom by atom:
1 C -0.65
2 O -0.42
3 C 1.19
4 C -0.74
5 C -0.29
6 N -0.20
7 C -0.18
8 O -0.63
9 H 0.26
10 H 0.29
11 H 0.30
12 H 0.07
13 H 0.36
14 H 0.25
15 H 0.39

=====

Arrangement Q

The following is a quantum chemistry calculation of one molecule with the formula C5H7NO2, from the OMol25 dataset.

```
15
C5H7NO2 ωB97M-V/def2-TZVPD
C -2.390 -0.084 0.358
C -0.966 0.201 0.055
C 0.329 -0.794 -0.067
C 1.373 0.187 0.063
C 2.753 -0.149 -0.379
O 2.479 0.142 0.959
N 0.869 1.484 -0.151
O -0.532 1.430 -0.125
H -2.621 -1.039 0.581
H -2.908 0.077 -0.604
H -2.636 0.534 1.096
H 0.175 -1.817 -0.154
H 3.099 -1.065 -0.720
H 3.247 0.591 -0.839
H 1.093 2.091 0.612
```

SMILES string: CC1=C[C@@]2(CO2)NO1
orbital gap: 0.309 Ha
LUMO level: 0.034 Eh
HOMO: -0.275 hartree

List of Mulliken charges in e, atom by atom:
1 C -1.24
2 C 0.63
3 C -0.96
4 C 1.26
5 C -0.90
6 O -0.54
7 N -0.25
8 O -0.26
9 H 0.39
10 H 0.30
11 H 0.36
12 H 0.37
13 H 0.30
14 H 0.28
15 H 0.26

=====

Arrangement R

The following is a quantum chemistry calculation of C5H7NO2 as an isolated structure, from the OMol25 dataset.

```
15
C5H7NO2 ωB97M-V/def2-TZVPD
C -1.979 1.170 -0.019
C -1.342 -0.132 -0.227
C 0.990 -1.353 -0.152
C 2.135 -0.440 0.126
C 1.058 0.691 0.035
H -3.070 0.488 -0.638
H -1.286 2.326 -0.218
H -2.441 1.188 1.342
H 0.655 -2.340 0.573
H 1.086 -1.598 -1.326
H 3.045 -0.172 -0.634
H 2.260 -0.297 1.351
N 0.036 -0.277 -0.093
O -2.122 -1.131 0.036
O 0.974 1.879 -0.156
```

orbital gap: 0.371 Ha
LUMO level: -0.001 Eh
HOMO: -0.371 hartree

List of Mulliken charges in e, atom by atom:
1 C -0.80
2 C 0.52
3 C -0.51
4 C -0.33
5 C 0.28
6 H 0.31
7 H 0.25
8 H 0.23
9 H 0.27
10 H 0.23
11 H 0.31
12 H 0.23
13 N 0.17
14 O -0.60
15 O -0.56

=====

Q: Which of them is the least stable? A: arrangement R.

=====

Arrangement P

The following is a quantum chemistry calculation of one molecule with the formula C5H7NO2, from the OMol25 dataset.

```
15
C5H7NO2 ωB97M-V/def2-TZVPD
O -2.149 -1.256 -0.036
C -1.227 -0.485 0.006
O -1.527 0.872 -0.031
C -0.252 1.658 0.057
C 0.785 0.650 -0.325
C 2.181 0.139 0.116
N 1.612 -1.256 -0.043
C 0.268 -0.592 0.282
H -0.171 2.058 1.063
H -0.349 2.483 -0.652
H 0.692 0.408 -1.374
H 3.081 0.229 -0.476
H 2.410 0.374 1.124
H 1.584 -1.421 -1.025
H 0.349 -0.498 1.358
```

SMILES string: O=C1OC[C@H]2CN[C@H]12
orbital gap: 0.388 Ha
LUMO level: 0.028 Eh
HOMO: -0.360 hartree

List of Mulliken charges in e, atom by atom:
1 O -0.55
2 C 0.27
3 O -0.32
4 C -0.65
5 C 0.20
6 C -0.50
7 N -0.54
8 C 0.06
9 H 0.27
10 H 0.30
11 H 0.26
12 H 0.31
13 H 0.26
14 H 0.31
15 H 0.31

=====

Arrangement Q

The following is a quantum chemistry calculation of one molecule with the formula C5H7NO2, from the OMol25 dataset.

```
15
C5H7NO2 ωB97M-V/def2-TZVPD
C -1.075 -0.828 1.251
O -1.337 -0.223 0.025
C -0.184 -0.081 -0.634
C 0.262 1.190 -1.446
C 0.918 0.918 -0.052
N 0.996 1.798 1.103
C 1.631 2.622 1.627
O 2.238 3.388 2.232
H -0.548 -1.777 1.068
H -2.082 -1.048 1.758
H -0.463 -0.168 1.875
H 0.286 -0.933 -0.999
H -0.443 2.045 -1.420
H 0.686 0.916 -2.450
H 1.960 0.664 -0.218
```

SMILES string: CO[C@H]1C[C@H]1N=C=O
orbital gap: 0.378 Ha
LUMO level: 0.028 Eh
HOMO: -0.350 hartree

List of Mulliken charges in e, atom by atom:
1 C -0.63
2 O -0.39
3 C -0.18
4 C -0.63
5 C -0.07
6 N -0.24
7 C 0.47
8 O -0.46
9 H 0.32
10 H 0.19
11 H 0.26
12 H 0.47
13 H 0.28
14 H 0.25
15 H 0.34

=====

Q: Which of them is the least stable? A: arrangement Q.

=====

Arrangement P

The following is a quantum chemistry calculation of one molecule with the formula C5H7NO2, from the OMol25 dataset.

```
15
C5H7NO2 ωB97M-V/def2-TZVPD
N 2.620 -0.930 0.307
C 2.201 0.391 -0.118
C 0.606 0.271 -0.345
C -0.168 -0.754 -0.369
C -1.546 -0.275 -0.071
O -2.701 -0.901 0.072
C -1.438 1.039 0.215
O -0.135 1.462 0.064
H 2.796 -1.143 1.321
H 3.563 -0.932 -0.054
H 2.771 0.618 -1.096
H 2.177 1.248 0.563
H 0.009 -1.755 -0.663
H -2.636 -1.849 0.475
H -2.256 1.805 0.352
```

SMILES string: NCc1cc(O)co1
orbital gap: 0.323 Ha
LUMO level: 0.028 Eh
HOMO: -0.295 hartree

List of Mulliken charges in e, atom by atom:
1 N -0.54
2 C -0.38
3 C -0.14
4 C -0.31
5 C 0.65
6 O -0.58
7 C -0.42
8 O -0.37
9 H 0.21
10 H 0.27
11 H 0.25
12 H 0.24
13 H 0.42
14 H 0.34
15 H 0.35

=====

Arrangement Q

The following is a quantum chemistry calculation of C5H7NO2 as an isolated structure, from the OMol25 dataset.

```
15
C5H7NO2 ωB97M-V/def2-TZVPD
C 0.943 -0.983 1.253
C 1.304 0.106 0.268
C 3.699 0.566 -0.247
C 0.007 -1.425 0.441
C -1.027 0.263 -0.837
N 0.202 -0.363 -0.599
O 3.532 1.672 -0.504
O 4.050 -0.517 -0.096
H 1.406 -1.297 2.220
H 1.359 1.150 0.549
H -0.578 -2.318 0.230
H -1.311 0.717 0.121
H -0.974 0.855 -1.676
H -1.850 -0.457 -1.043
H 0.778 -0.609 -1.503
```

orbital gap: 0.277 Ha
LUMO level: 0.024 Eh
HOMO: -0.253 hartree

List of Mulliken charges in e, atom by atom:
1 C 0.07
2 C -0.95
3 C 0.78
4 C -0.68
5 C -0.96
6 N 0.08
7 O -0.41
8 O -0.38
9 H 0.37
10 H 0.26
11 H 0.37
12 H 0.36
13 H 0.37
14 H 0.31
15 H 0.43

=====

Q: Which of them is the least stable? A: arrangement Q.

=====

Arrangement P

The following is a quantum chemistry calculation of one molecule with the formula C5H7NO2, from the OMol25 dataset.

```
15
C5H7NO2 ωB97M-V/def2-TZVPD
O 1.584 1.778 -0.264
C 0.659 1.367 0.369
C 0.088 0.031 0.035
C 0.704 -0.654 -1.119
O 0.077 -1.199 -1.981
C -0.013 -0.829 1.324
N -1.386 -0.285 1.422
C -1.452 -0.003 0.032
H 0.284 1.839 1.272
H 1.849 -0.593 -1.184
H 0.523 -0.564 2.167
H -0.056 -1.878 1.177
H -2.181 -0.949 1.643
H -2.050 0.847 -0.315
H -1.870 -0.809 -0.596
```

SMILES string: O=CC1(C=O)CNC1
orbital gap: 0.380 Ha
LUMO level: 0.028 Eh
HOMO: -0.351 hartree

List of Mulliken charges in e, atom by atom:
1 O -0.48
2 C -0.29
3 C 1.44
4 C -0.34
5 O -0.46
6 C -0.86
7 N -0.49
8 C -0.81
9 H 0.45
10 H 0.30
11 H 0.33
12 H 0.34
13 H 0.26
14 H 0.32
15 H 0.30

=====

Arrangement Q

The following is a quantum chemistry calculation of one molecule with the formula C5H7NO2, from the OMol25 dataset.

```
15
C5H7NO2 ωB97M-V/def2-TZVPD
C -0.835 -2.513 -1.965
N -1.212 -1.392 -1.465
O -0.352 -0.691 -0.552
C -0.691 0.433 0.216
C 0.361 0.260 1.479
C 1.394 1.321 0.979
C 0.789 2.009 0.017
O -0.512 1.671 -0.365
H -1.535 -3.181 -2.613
H 0.283 -2.706 -1.840
H -1.664 0.280 0.657
H -0.006 0.728 2.414
H 0.612 -0.882 1.837
H 2.359 1.613 1.558
H 1.009 3.050 -0.357
```

SMILES string: C=NO[C@H]1CC=CO1
orbital gap: 0.371 Ha
LUMO level: 0.039 Eh
HOMO: -0.332 hartree

List of Mulliken charges in e, atom by atom:
1 C -0.24
2 N -0.55
3 O -0.04
4 C 0.22
5 C -0.56
6 C -0.32
7 C -0.26
8 O -0.35
9 H 0.27
10 H 0.27
11 H 0.39
12 H 0.26
13 H 0.29
14 H 0.29
15 H 0.34

=====

Arrangement R

The following is a quantum chemistry calculation of C5H7NO2 as an isolated structure, from the OMol25 dataset.

```
15
C5H7NO2 ωB97M-V/def2-TZVPD
C 0.106 -0.559 -0.816
C -0.795 0.108 -0.150
C 0.050 0.270 1.025
C 1.165 -0.647 0.287
C -2.156 0.380 -0.577
N 2.366 0.105 0.006
O 3.412 -0.487 0.000
O 2.250 1.257 -0.273
H -0.078 -0.964 -1.839
H 0.516 1.180 1.362
H -0.397 -0.195 2.019
H 1.308 -1.706 0.718
H -2.771 -0.394 -0.102
H -2.505 0.300 -1.549
H -2.471 1.354 -0.110
```

orbital gap: 0.382 Ha
LUMO level: 0.022 Eh
HOMO: -0.360 hartree

List of Mulliken charges in e, atom by atom:
1 C -0.94
2 C 0.79
3 C -0.85
4 C 0.38
5 C -1.28
6 N 0.87
7 O -0.61
8 O -0.56
9 H 0.34
10 H 0.30
11 H 0.23
12 H 0.36
13 H 0.30
14 H 0.41
15 H 0.26

=====

Q: Which of them is the least stable? A: arrangement R.

=====

Arrangement P

The following is a quantum chemistry calculation of one molecule with the formula C5H7NO2, from the OMol25 dataset.

```
15
C5H7NO2 ωB97M-V/def2-TZVPD
C -0.086 0.672 -0.078
C 0.936 0.215 1.012
C 0.109 -1.672 -0.092
C -0.960 -0.443 -0.182
C 1.207 0.313 -0.851
H -1.322 2.123 0.383
H 1.677 0.995 1.095
H 0.822 0.012 2.191
H -0.224 -2.147 0.842
H 0.574 -2.095 -1.029
H 2.185 0.804 -0.608
H 1.231 -0.060 -1.931
N 1.269 -0.897 0.115
O -0.417 2.115 -0.107
O -2.217 -0.598 0.033
```

orbital gap: 0.351 Ha
LUMO level: 0.019 Eh
HOMO: -0.332 hartree

List of Mulliken charges in e, atom by atom:
1 C 0.85
2 C -0.68
3 C -0.45
4 C 0.32
5 C -0.66
6 H 0.37
7 H 0.37
8 H 0.20
9 H 0.30
10 H 0.37
11 H 0.30
12 H 0.30
13 N -0.41
14 O -0.56
15 O -0.61

=====

Arrangement Q

The following is a quantum chemistry calculation of C5H7NO2 as an isolated structure, from the OMol25 dataset.

```
15
C5H7NO2 ωB97M-V/def2-TZVPD
C 0.575 0.457 -0.070
C 0.735 -1.121 -0.348
C -0.565 -1.807 -0.495
C -0.910 0.881 -0.224
C -0.297 1.048 1.172
H 2.223 1.907 -0.694
H 1.226 -1.491 0.557
H 1.116 -1.103 -1.310
H -0.685 -2.922 -0.322
H -1.248 1.885 -0.648
H 0.228 2.070 1.363
H -0.362 0.216 2.122
N -1.825 -1.259 -0.489
O 1.773 1.090 0.105
O -1.982 0.149 -0.719
```

orbital gap: 0.345 Ha
LUMO level: 0.011 Eh
HOMO: -0.335 hartree

List of Mulliken charges in e, atom by atom:
1 C 0.46
2 C -0.53
3 C -0.15
4 C -0.22
5 C -0.57
6 H 0.35
7 H 0.36
8 H 0.32
9 H 0.35
10 H 0.34
11 H 0.26
12 H 0.25
13 N -0.40
14 O -0.61
15 O -0.21

=====

Q: Which of them is the least stable? A: arrangement Q.